# 1
Below is an isolated molecule of CH2O2 at a distorted geometry, with properties calculated with ωB97M-V/def2-TZVPD.

Computed properties:
HOMO energy (eV): -11.0

Last columns: bonded neighbours and bond lengths (Å).
Element x y z (Å)
1 O 1.26294 -0.35834 0.00062  C2 1.224
2 C 0.23844 0.30979 -0.04179  O1 1.224, O3 1.328, H4 1.089
3 O -0.98669 -0.20114 0.00025  C2 1.328, H5 0.963
4 H 0.27301 1.39338 0.05780  C2 1.089
5 H -0.78769 -1.14369 -0.01689  O3 0.963

# 2
Below is an isolated molecule of CH2O2 at a distorted geometry, with properties calculated with ωB97M-V/def2-TZVPD.

Computed properties:
HOMO energy (alpha / beta) (eV): -9.7 / -9.6

Last columns: bonded neighbours and bond lengths (Å).
Element x y z (Å)
1 C 0.34919 -0.12494 -0.01882  O2 1.312, H4 1.087, H5 1.049
2 O 1.61528 -0.46689 0.01206  C1 1.312, O3 1.211
3 O 2.56771 0.28107 -0.00017  O2 1.211
4 H -0.40623 -0.90383 0.05362  C1 1.087
5 H 0.13882 0.90216 0.00395  C1 1.049

# 3
Below is a cluster of 2 separate species, CH2O2S in total at a distorted geometry, with properties calculated with ωB97M-V/def2-TZVPD.

Computed properties:
2S+1: 3
<S²>: 2.01
HOMO energy (alpha / beta) (eV): -5.6 / -10.4

Last columns: bonded neighbours and bond lengths (Å).
Element x y z (Å)
1 C -0.48992 -0.07357 2.48931  O3 1.158, S4 1.676
2 O 0.27965 -0.03281 -1.88648  H5 0.965, H6 1.111
3 O -0.93175 0.08276 3.54870  C1 1.158
4 S 0.03601 -0.03846 0.89881  C1 1.676
5 H 1.16387 0.27563 -2.12135  O2 0.965
6 H -0.05785 -0.21355 -2.92898  O2 1.111

# 4
Below is an isolated molecule of CH2O2S2 at a distorted geometry, with properties calculated with ωB97M-V/def2-TZVPD.

Computed properties:
HOMO energy (alpha / beta) (eV): -9.0 / -9.3

Last columns: bonded neighbours and bond lengths (Å).
Element x y z (Å)
1 C -0.05486 -0.38595 -0.07651  S4 1.900, S5 1.838, H6 1.114, H7 1.072
2 O -2.20888 0.94435 0.81445  S4 1.462
3 O 2.20741 0.75736 -0.48334  S5 1.437
4 S -1.83703 0.19619 -0.38586  C1 1.900, O2 1.462
5 S 1.32123 0.60208 0.63733  C1 1.838, O3 1.437
6 H 0.12407 -1.35545 0.44125  C1 1.114
7 H 0.44805 -0.75856 -0.94732  C1 1.072

# 5
Below is an isolated molecule of CH2O2S2 at a distorted geometry, with properties calculated with ωB97M-V/def2-TZVPD.

Computed properties:
HOMO energy (eV): -8.4

Last columns: bonded neighbours and bond lengths (Å).
Element x y z (Å)
1 O -1.65798 1.00178 -0.27447  S2 1.566, H6 0.919
2 S -1.24574 -0.03871 0.82089  O1 1.566, O3 1.627
3 O -0.22694 -1.08794 0.10689  S2 1.627, C4 1.329
4 C 1.05803 -0.75651 0.03321  O3 1.329, S5 1.635, H7 1.182
5 S 1.65829 0.59592 0.72832  C4 1.635
6 H -1.17095 1.69998 -0.61987  O1 0.919
7 H 1.58528 -1.41452 -0.79497  C4 1.182

# 6
Below is a cluster of 2 separate species, CH2O2S3 in total at a distorted geometry, with properties calculated with ωB97M-V/def2-TZVPD.

Computed properties:
HOMO energy (alpha / beta) (eV): -9.6 / -9.6

Last columns: bonded neighbours and bond lengths (Å).
Element x y z (Å)
1 C -0.06362 0.20804 0.45399  S4 1.826, S5 1.725, S6 1.748
2 O -0.51896 -0.75209 -2.04807  S6 1.427
3 O 0.94574 -2.09066 -0.56957  S6 1.425
4 S 1.40529 0.84016 -0.42787  C1 1.826, S6 2.083
5 S -1.54180 1.08758 0.58543  C1 1.725, H8 1.350
6 S 0.29388 -0.86281 -0.88057  C1 1.748, O2 1.427, O3 1.425, S4 2.083
7 H 0.46908 -0.70032 1.95711  no bonds
8 H -0.98960 2.27011 0.92954  S5 1.350

# 7
Below is a cluster of 2 separate species, CH2O2S3 in total at a distorted geometry, with properties calculated with ωB97M-V/def2-TZVPD.

Computed properties:
HOMO energy (eV): -9.6

Last columns: bonded neighbours and bond lengths (Å).
Element x y z (Å)
1 C -0.31979 -0.59990 0.24076  S4 1.805, S5 1.780, S6 1.781
2 O 0.38853 1.96407 -0.20973  S6 1.408
3 O 2.17145 0.33090 0.26655  S6 1.393
4 S -0.15784 -0.11460 1.97140  C1 1.805, S6 2.106
5 S -1.76079 -0.34292 -0.77148  C1 1.780, H8 1.352
6 S 0.84334 0.74618 0.33115  C1 1.781, O2 1.408, O3 1.393, S4 2.106
7 H -0.05775 -2.21603 -0.02318  no bonds
8 H -1.10714 0.23231 -1.80548  S5 1.352

# 8
Below is an isolated molecule of CH2O2S4 at a distorted geometry, with properties calculated with ωB97M-V/def2-TZVPD.

Computed properties:
HOMO energy (eV): -9.2

Last columns: bonded neighbours and bond lengths (Å).
Element x y z (Å)
1 O -1.11833 1.64776 -1.90052  S2 1.426
2 S -0.28837 0.50917 -1.68121  O1 1.426, S3 2.404, S7 2.144
3 S -1.66437 -0.67947 -0.10920  S2 2.404, O4 1.441, S5 2.137
4 O -1.17238 -2.02947 -0.21567  S3 1.441
5 S -0.70512 0.28917 1.53663  S3 2.137, C6 1.854
6 C 0.99607 -0.05980 0.88635  S5 1.854, S7 1.799, H8 1.132, H9 1.097
7 S 1.28878 1.17400 -0.39043  S2 2.144, C6 1.799
8 H 0.86126 -1.00201 0.27389  C6 1.132
9 H 1.80246 0.15065 1.60015  C6 1.097

# 9
Below is an isolated molecule of CH2O3 at a distorted geometry, with properties calculated with ωB97M-V/def2-TZVPD.

Computed properties:
HOMO energy (eV): -10.7

Last columns: bonded neighbours and bond lengths (Å).
Element x y z (Å)
1 O -1.26716 -1.02076 -0.04724  C2 1.189
2 C -0.40050 -0.20742 -0.06056  O1 1.189, O3 1.274, O4 1.296
3 O -0.75225 1.01418 -0.14840  C2 1.274, H5 1.197
4 O 0.88968 -0.31692 -0.10450  C2 1.296, H6 0.978
5 H 0.09206 1.65530 0.40706  O3 1.197
6 H 1.43817 -1.12437 -0.04637  O4 0.978

# 10
Below is the ion CH2O3P2 with charge -2 at a distorted geometry, with properties calculated with ωB97M-V/def2-TZVPD.

Computed properties:
Total charge: -2
HOMO energy (eV): 1.6

Last columns: bonded neighbours and bond lengths (Å).
Element x y z (Å)
1 C 1.16743 -0.21158 0.02130  P2 1.797, H7 1.078, H8 1.087
2 P -0.54039 -0.76972 0.01048  C1 1.797, O3 1.500, O4 1.504, P5 2.241
3 O -0.78754 -1.74133 1.12560  P2 1.500
4 O -1.05187 -1.14736 -1.35201  P2 1.504
5 P -0.88010 1.36155 0.61517  P2 2.241, O6 1.500
6 O -1.17109 2.27886 -0.53570  P5 1.500
7 H 1.77208 -0.19521 0.91365  C1 1.078
8 H 1.49148 0.42480 -0.79850  C1 1.087

# 11
Below is the ion CH2O3PS2 with charge -1 at a distorted geometry, with properties calculated with ωB97M-V/def2-TZVPD.

Computed properties:
Total charge: -1
HOMO energy (eV): -4.7

Last columns: bonded neighbours and bond lengths (Å).
Element x y z (Å)
1 H 2.40041 1.43782 -1.99997  P2 1.406
2 P 1.71363 0.43460 -2.70703  H1 1.406, C3 1.724
3 C 0.57342 0.25609 -1.42612  P2 1.724, S4 1.818, H9 1.065
4 S 0.61750 0.62298 0.35382  C3 1.818, S5 2.454
5 S -1.13688 -0.46555 1.68072  S4 2.454, O6 1.465, O7 1.469, O8 1.498
6 O -0.26525 -1.22632 2.57921  S5 1.465
7 O -1.95821 -1.18628 0.69957  S5 1.469
8 O -1.82650 0.67133 2.36992  S5 1.498
9 H -0.11813 -0.54466 -1.55012  C3 1.065

# 12
Below is a cluster of 2 separate species, CH2O3S in total at a distorted geometry, with properties calculated with ωB97M-V/def2-TZVPD.

Computed properties:
HOMO energy (eV): -10.5

Last columns: bonded neighbours and bond lengths (Å).
Element x y z (Å)
1 C 1.51264 0.77777 -0.03442  O4 1.193, H6 1.160, H7 0.990
2 O -1.68091 -0.29690 1.06675  S5 1.449
3 O -2.43750 -1.89862 -0.57734  S5 1.444
4 O 1.37200 0.15390 -1.04135  C1 1.193
5 S -1.64867 -0.71695 -0.31932  O2 1.449, O3 1.444
6 H 0.50763 1.02739 0.48724  C1 1.160
7 H 2.37481 0.95342 0.41844  C1 0.990

The calculation returns the following calculated total energy values, one per record and in order: -189.7860; -189.5799; -587.7985; -986.0439; -986.0742; -1384.1677; -1384.1791; -1782.4595; -264.9992; -947.7242; -1402.7762; -663.1540 Ha.
The calculation returns the following energy above the lowest of the compared OMol25 structures with the same formula, charge and spin values, one per record and in order: 1.7; 131.1; 49.1; 56.1; 37.0; 94.2; 87.1; 23.7; 35.8; 23.7; 8.8; 11.8 kcal/mol.